A cluster of 6 separate species, C40H49Cl2N5O10P2S in total, computed with wB97M-V/def2-TZVPD.

Bonds (Å) are listed after each position.
CARTESIAN COORDINATES (ANGSTROEM)
1 C 3.496 -7.675 -0.894  C2 1.660, H16 1.178, H17 1.177, H18 1.184
2 C 2.686 -6.313 -0.400  C1 1.660, C3 1.654, H19 1.173, H20 1.179
3 C 3.332 -4.990 -1.153  C2 1.654, C4 1.660, H21 1.183, H22 1.177
4 C 4.181 -4.131 -0.014  C3 1.660, C5 1.666, H23 1.175, H24 1.191
5 C 4.215 -2.498 -0.339  C4 1.666, C6 1.646, H25 1.171, H26 1.193
6 C 4.299 -1.707 1.101  C5 1.646, C7 1.646, H27 1.193, H28 1.170
7 C 3.223 -0.470 1.251  C6 1.646, P8 1.902, H29 1.169, H30 1.194
8 P 1.678 -0.860 2.290  C7 1.902, P9 2.193, C11 1.906, H31 1.470, H32 1.439
9 P 0.869 -1.900 0.537  P8 2.193, S10 1.971, H33 1.466, H34 1.469
10 S -1.027 -2.400 0.738  P9 1.971
11 C 2.245 0.149 3.805  P8 1.906, Cl12 1.893, C13 1.634, H35 1.196
12 Cl 2.342 2.002 3.435  C11 1.893
13 C 3.549 -0.427 4.603  C11 1.634, C14 1.633, Cl15 1.858, H36 1.195
14 C 5.007 0.080 4.071  C13 1.633, H37 1.183, H38 1.194, H39 1.168
15 Cl 3.637 -2.276 4.763  C13 1.858
16 H 2.732 -8.571 -0.909  C1 1.178
17 H 4.027 -7.519 -1.933  C1 1.177
18 H 4.335 -7.887 -0.085  C1 1.184
19 H 1.552 -6.489 -0.639  C2 1.173
20 H 2.785 -6.282 0.775  C2 1.179
21 H 2.475 -4.265 -1.526  C3 1.183
22 H 3.988 -5.329 -2.069  C3 1.177
23 H 5.247 -4.572 0.208  C4 1.175
24 H 3.559 -4.257 0.994  C4 1.191
25 H 3.296 -2.208 -1.005  C5 1.171
26 H 5.185 -2.285 -1.000  C5 1.193
27 H 5.386 -1.215 1.137  C6 1.193
28 H 4.256 -2.454 2.000  C6 1.170
29 H 3.834 0.473 1.572  C7 1.169
30 H 2.839 -0.244 0.143  C7 1.194
31 H 0.558 0.083 2.163  P8 1.470
32 H 1.401 -2.053 3.045  P8 1.439
33 H 1.018 -1.111 -0.690  P9 1.466
34 H 1.566 -3.161 0.253  P9 1.469
35 H 1.342 0.081 4.587  C11 1.196
36 H 3.450 -0.020 5.722  C13 1.195
37 H 5.723 0.254 4.996  C14 1.183
38 H 5.537 -0.775 3.428  C14 1.194
39 H 5.008 1.050 3.419  C14 1.168
40 O 6.896 0.238 -2.060  N41 1.240
41 N 6.177 0.829 -2.879  O40 1.240, O42 1.239, C43 1.468
42 O 6.159 0.593 -4.096  N41 1.239
43 C 5.291 1.885 -2.375  N41 1.468, C44 1.402, C48 1.401
44 C 5.306 2.212 -1.012  C43 1.402, C45 1.396, H49 1.088
45 C 4.479 3.234 -0.543  C44 1.396, C46 1.396, H50 1.088
46 C 3.642 3.918 -1.426  C45 1.396, C47 1.396, H51 1.089
47 C 3.621 3.584 -2.781  C46 1.396, C48 1.396, H52 1.088
48 C 4.447 2.566 -3.263  C43 1.401, C47 1.396, H53 1.088
49 H 5.952 1.688 -0.311  C44 1.088
50 H 4.488 3.499 0.512  C45 1.088
51 H 3.003 4.718 -1.056  C46 1.089
52 H 2.965 4.120 -3.463  C47 1.088
53 H 4.421 2.319 -4.322  C48 1.088
54 O -5.106 -7.586 -4.232  N55 1.240
55 N -4.130 -6.998 -3.742  O54 1.240, O56 1.239, C57 1.468
56 O -2.952 -7.357 -3.882  N55 1.239
57 C -4.389 -5.798 -2.937  N55 1.468, C58 1.402, C62 1.401
58 C -5.708 -5.378 -2.722  C57 1.402, C59 1.396, H63 1.088
59 C -5.949 -4.250 -1.935  C58 1.396, C60 1.396, H64 1.088
60 C -4.882 -3.547 -1.374  C59 1.396, C61 1.396, H65 1.089
61 C -3.568 -3.962 -1.598  C60 1.396, C62 1.396, H66 1.088
62 C -3.315 -5.090 -2.381  C57 1.401, C61 1.396, H67 1.088
63 H -6.551 -5.914 -3.152  C58 1.088
64 H -6.970 -3.919 -1.756  C59 1.088
65 H -5.075 -2.671 -0.756  C60 1.089
66 H -2.741 -3.408 -1.160  C61 1.088
67 H -2.285 -5.403 -2.544  C62 1.088
68 O 3.659 6.223 0.575  N69 1.240
69 N 2.565 6.641 0.167  O68 1.240, O70 1.239, C71 1.468
70 O 2.270 6.786 -1.027  N69 1.239
71 C 1.551 6.992 1.170  N69 1.468, C72 1.402, C76 1.401
72 C 1.855 6.878 2.533  C71 1.402, C73 1.396, H77 1.088
73 C 0.895 7.236 3.482  C72 1.396, C74 1.396, H78 1.088
74 C -0.356 7.698 3.071  C73 1.396, C75 1.396, H79 1.089
75 C -0.660 7.800 1.712  C74 1.396, C76 1.396, H80 1.088
76 C 0.293 7.448 0.754  C71 1.401, C75 1.396, H81 1.088
77 H 2.826 6.520 2.870  C72 1.088
78 H 1.124 7.158 4.543  C73 1.088
79 H -1.099 7.982 3.815  C74 1.089
80 H -1.638 8.158 1.400  C75 1.088
81 H 0.042 7.536 -0.301  C76 1.088
82 O -6.246 -2.455 4.486  N83 1.240
83 N -6.045 -2.920 3.354  O82 1.240, O84 1.239, C85 1.468
84 O -5.280 -2.420 2.517  N83 1.239
85 C -6.766 -4.142 2.979  N83 1.468, C86 1.402, C90 1.401
86 C -7.669 -4.720 3.882  C85 1.402, C87 1.396, H91 1.088
87 C -8.369 -5.869 3.510  C86 1.396, C88 1.396, H92 1.088
88 C -8.165 -6.437 2.252  C87 1.396, C89 1.396, H93 1.089
89 C -7.257 -5.865 1.359  C88 1.396, C90 1.396, H94 1.088
90 C -6.553 -4.714 1.718  C85 1.401, C89 1.396, H95 1.088
91 H -7.839 -4.290 4.867  C86 1.088
92 H -9.078 -6.321 4.201  C87 1.088
93 H -8.718 -7.329 1.964  C88 1.089
94 H -7.102 -6.315 0.380  C89 1.088
95 H -5.851 -4.279 1.009  C90 1.088
96 O -2.705 7.370 -0.342  N97 1.240
97 N -3.049 6.638 -1.282  O96 1.240, O98 1.239, C99 1.468
98 O -3.458 5.475 -1.153  N97 1.239
99 C -2.959 7.184 -2.642  N97 1.468, C100 1.402, C104 1.401
100 C -2.466 8.482 -2.837  C99 1.402, C101 1.396, H105 1.088
101 C -2.361 8.987 -4.134  C100 1.396, C102 1.396, H106 1.088
102 C -2.749 8.206 -5.224  C101 1.396, C103 1.396, H107 1.089
103 C -3.249 6.918 -5.025  C102 1.396, C104 1.396, H108 1.088
104 C -3.357 6.400 -3.733  C99 1.401, C103 1.396, H109 1.088
105 H -2.160 9.104 -1.999  C100 1.088
106 H -1.973 9.991 -4.297  C101 1.088
107 H -2.659 8.602 -6.234  C102 1.089
108 H -3.552 6.316 -5.879  C103 1.088
109 H -3.746 5.394 -3.595  C104 1.088

Computed properties:
DFT total energy   -124637.9616 eV
Relative energy (zero: lowest compared OMol25 entry of this formula, charge and spin)   103.2 kcal per mole
Largest force on an atom   0.068 hartree/bohr
Kohn-Sham gap   6.99 eV
Total charge   0
HOMO   -8.05 eV
SMILES   CCCCCCC[PH2]([PH2]=S)[C@H](Cl)[C@H](C)Cl.O=[N+]([O-])c1ccccc1.O=[N+]([O-])c1ccccc1.O=[N+]([O-])c1ccccc1.O=[N+]([O-])c1ccccc1.O=[N+]([O-])c1ccccc1